ORCA calculation (the ωB97M-V functional and the def2-TZVPD basis) on the molecule C3H5ClFN3.

```
! RIJCOSX wB97M-V def2-TZVPD def2/J DEFGRID3
* xyz 0 3
C -0.157 -1.004 -1.535
C 0.886 -0.235 0.631
C -0.487 1.697 0.720
N -0.183 0.316 -1.380
N 0.333 -1.841 -0.688
N 0.171 0.643 -0.062
F -0.234 -3.117 -0.676
Cl 0.614 -0.333 2.310
H -0.675 -1.245 -2.409
H 1.927 -0.479 0.377
H -0.844 2.427 0.048
H -1.363 1.145 0.979
H 0.011 2.026 1.683
*
```

Values from the calculation:
E = -841.35315 Ha
<S²> = 2.031
Lowest unoccupied orbital energy (alpha / beta) = 0.031 / -0.078 Ha
Gap between HOMO and LUMO (alpha / beta) = 7.1 / 7.6 eV
Molecular weight = 137.545 g/mol
Relative energy (zero: lowest compared OMol25 entry of this formula, charge and spin) = 42.0 kJ/mol